Record 1
Entry from the OMol25 dataset: a structure of composition C28H19ClIIrN2OS4 at a distorted geometry (ωB97M-V/def2-TZVPD).

Summary:
LUMO energy (alpha / beta)   -3.2 / -5.7 eV
Multiplicity   2
Relative energy (zero: lowest compared OMol25 entry of this formula, charge and spin)   22.92 kcal per mole
Calculated total energy   -101171.0896 eV
Total charge   +1
Maximum force   3.11 eV Å⁻¹

Each line ends with the Mulliken spin population.
Geometry (Å):
Ir -0.0801 0.5806 0.4509  0.340
S 0.2688 2.5317 1.6245  0.159
C 1.1189 2.0325 3.0743  -0.018
C 1.0992 2.8082 4.2292  0.025
C 1.8389 2.4113 5.3333  -0.016
C 2.5961 1.2474 5.3083  0.028
C 2.6230 0.4640 4.1627  -0.006
C 1.8900 0.8709 3.0605  0.040
S 1.9001 -0.0844 1.5752  -0.009
C 2.9883 0.9621 0.4837  0.016
C 2.4616 1.1888 -0.9128  -0.003
C 3.2857 1.5198 -1.9753  -0.004
C 2.7049 1.8615 -3.1872  0.007
C 1.3238 1.8827 -3.3282  -0.004
C 0.5391 1.5070 -2.2558  0.006
C -0.9837 1.5007 -2.2939  0.010
S -1.5156 2.0311 -0.6105  0.001
C -3.0893 1.4288 -0.0644  0.029
C -4.2402 1.9339 -0.6524  -0.009
C -5.4777 1.5865 -0.1404  0.040
C -5.5419 0.7666 0.9811  -0.016
C -4.3905 0.2973 1.5824  0.049
C -3.1260 0.6150 1.0763  -0.009
S -1.7316 -0.0293 1.9460  0.260
N 1.1358 1.1563 -1.0954  0.021
H 0.4933 3.7041 4.2651  -0.001
H 1.8098 3.0118 6.2327  0.000
H 3.1542 0.9429 6.1826  0.001
H 3.1933 -0.4552 4.1287  0.000
H 3.9814 0.5170 0.4642  0.001
H 3.0459 1.9299 0.9859  -0.005
H 4.3593 1.5296 -1.8510  0.000
H 3.3332 2.1317 -4.0254  0.000
H 0.8629 2.1812 -4.2591  0.000
H -1.3885 0.5104 -2.4811  -0.003
H -1.3486 2.2182 -3.0262  0.001
H -4.1642 2.5887 -1.5113  0.000
H -6.3819 1.9586 -0.6012  0.002
H -6.5039 0.4940 1.3938  -0.001
H -4.4517 -0.3393 2.4560  0.001
Cl -0.5634 -6.1065 -3.0091  0.002
C -0.7557 -4.5266 -2.3232  0.013
C -1.9815 -3.9313 -2.3319  -0.007
C -2.1642 -2.6492 -1.7832  0.000
I -4.0439 -1.7642 -1.8682  0.002
C -1.1200 -1.9445 -1.2097  0.018
O -1.2854 -0.7315 -0.7496  0.020
C 0.1660 -2.5796 -1.1990  -0.003
N 1.1641 -1.8674 -0.6370  0.025
C 2.3717 -2.3829 -0.6457  0.001
C 2.6788 -3.6430 -1.1881  -0.002
C 1.6725 -4.3844 -1.7376  0.004
C 0.3634 -3.8614 -1.7631  -0.004
H -2.8238 -4.4499 -2.7685  0.000
H 3.1708 -1.8005 -0.1957  0.000
H 3.6955 -4.0094 -1.1589  0.000
H 1.8635 -5.3622 -2.1576  0.000



Record 2
Entry from the OMol25 dataset: a structure of composition C28H19N9Ni (ωB97M-V/def2-TZVPD).

Summary:
LUMO energy (alpha / beta)   -7.2 / -7.8 eV
Multiplicity   3
Calculated total energy   -83784.6235 eV
Total charge   +2
Maximum force   0.48 eV Å⁻¹

Each line ends with the Mulliken spin population.
Geometry (Å):
Ni -2.0751 0.0958 -2.2385  1.741
C -0.6661 2.5613 -5.5600  0.003
C -1.2755 1.5095 -4.8788  0.006
N -1.1556 1.4016 -3.5599  0.021
C -0.4278 2.3313 -2.9049  0.013
C 0.1688 3.3612 -3.6027  0.000
N 0.0493 3.4755 -4.9245  0.000
C -0.4178 2.2021 -1.4227  -0.002
C 0.5065 2.7199 -0.5405  0.000
C 0.3502 2.4643 0.8303  0.007
C -0.7485 1.7028 1.2554  -0.001
C -1.6237 1.2111 0.3096  0.006
N -1.4396 1.4711 -0.9809  0.099
C -2.7913 0.3206 0.5416  0.006
C -3.4580 0.2097 1.7453  -0.001
N -4.5230 -0.5769 1.8901  0.000
C -4.9353 -1.2522 0.8291  0.003
C -4.2867 -1.1463 -0.3999  0.003
N -3.2223 -0.3649 -0.5380  0.016
C 1.3446 2.9494 1.8099  0.001
C 0.9504 3.4074 3.0602  0.001
C 1.9297 3.8345 3.9466  0.000
N 3.2309 3.8069 3.6664  0.001
C 3.6010 3.3657 2.4667  0.000
C 2.6993 2.9359 1.5020  0.001
H -0.7675 2.6600 -6.6334  0.000
H -1.8457 0.7544 -5.4028  0.000
H 0.7432 4.1255 -3.0929  0.000
H 1.3375 3.3148 -0.8949  -0.002
H -0.8810 1.4787 2.3057  -0.001
H -3.1450 0.7762 2.6145  0.000
H -5.8021 -1.8906 0.9449  0.000
H -4.6277 -1.7008 -1.2645  0.001
H -0.0959 3.4714 3.3344  0.000
H 1.6563 4.2153 4.9231  0.000
H 4.6654 3.3520 2.2662  0.000
H 3.0599 2.5766 0.5457  0.000
N 4.1533 -5.0622 4.3702  0.000
C 3.5355 -4.6697 3.4856  0.000
C 2.7442 -4.1752 2.3863  0.000
C 1.9455 -3.0480 2.5678  0.000
C 1.1594 -2.5879 1.5278  0.000
C 1.1886 -3.2481 0.3088  0.002
C 1.9918 -4.3565 0.1100  -0.001
C 2.7687 -4.8248 1.1556  0.000
N 0.3557 -2.7857 -0.7693  0.001
C -0.4023 -3.5798 -1.6039  -0.006
C -1.1208 -2.7364 -2.3839  -0.006
N -0.7978 -1.4315 -2.0475  0.065
C 0.0783 -1.5069 -1.0575  0.023
H 1.9339 -2.5494 3.5272  0.000
H 0.5121 -1.7303 1.6725  0.000
H 2.0343 -4.8425 -0.8570  0.000
H 3.4049 -5.6882 1.0167  0.000
H -0.3593 -4.6550 -1.5697  0.001
H -1.7964 -2.9794 -3.1874  0.001
H 0.5886 -0.6733 -0.6003  0.002



Record 3
Entry from the OMol25 dataset: a structure of composition C28H20Br2ClN2PRe at a distorted geometry (ωB97M-V/def2-TZVPD).

Summary:
LUMO energy (alpha / beta)   -16.3 / -16.3 eV
Multiplicity   2
Calculated total energy   -196321.5934 eV
Total charge   +4
Maximum force   4.26 eV Å⁻¹

Each line ends with the Mulliken spin population.
Geometry (Å):
Re 1.1460 -0.0402 -1.3896  0.854
Br 0.6603 6.1155 -3.9694  0.017
C 0.7020 4.4253 -3.1188  0.019
C -0.2365 3.4360 -3.4464  -0.012
C -0.1772 2.2252 -2.7923  0.024
N 0.7558 1.9182 -1.8734  -0.001
C 1.6912 2.8684 -1.5678  -0.025
C 1.6761 4.1240 -2.1542  0.009
C 2.7273 2.3698 -0.6505  0.019
C 3.7836 3.1078 -0.1391  -0.001
C 4.7736 2.4737 0.6266  -0.004
Br 6.2451 3.4403 1.3221  -0.011
C 4.6419 1.0980 0.8709  -0.004
C 3.5340 0.4441 0.3799  0.000
N 2.5942 1.0413 -0.3698  -0.003
H -0.9841 3.6130 -4.2063  0.000
H -0.8974 1.4440 -3.0246  -0.001
H 2.4242 4.8622 -1.9042  0.000
H 3.8523 4.1674 -0.3314  0.001
H 5.3858 0.5537 1.4349  0.000
H 3.4011 -0.6115 0.5917  0.000
Cl 1.4591 -2.1503 -1.8984  -0.019
C 0.5391 -3.2367 -0.9156  -0.013
C 0.6359 -4.5963 -1.1387  -0.005
C -0.0911 -5.4567 -0.3243  0.008
C -0.8689 -4.9556 0.7133  -0.007
C -0.9858 -3.5838 0.9060  -0.001
C -0.2750 -2.7020 0.0931  0.013
P -0.5326 -0.8915 0.1726  0.020
C -2.2665 -0.7420 -0.3844  0.063
C -2.5567 -1.0383 -1.7218  0.038
C -3.8743 -1.0387 -2.1460  -0.003
C -4.8909 -0.7682 -1.2393  0.035
C -4.6074 -0.4637 0.0847  0.024
C -3.2911 -0.4689 0.5233  -0.023
C -0.4225 -0.2893 1.8730  -0.008
C -0.9108 0.9956 2.1545  -0.004
C -0.8820 1.4845 3.4516  0.002
C -0.3193 0.7128 4.4624  -0.004
C 0.1635 -0.5575 4.1840  -0.005
C 0.1492 -1.0608 2.8874  0.005
H 1.2622 -4.9878 -1.9269  0.001
H -0.0510 -6.5192 -0.5134  0.000
H -1.3894 -5.6421 1.3669  0.000
H -1.6348 -3.2003 1.6805  -0.001
H -1.7567 -1.2633 -2.4216  0.009
H -4.1101 -1.2616 -3.1781  0.000
H -5.9264 -0.8257 -1.5579  0.000
H -5.4036 -0.2544 0.7857  0.000
H -3.0839 -0.2729 1.5677  -0.003
H -1.2849 1.6175 1.3498  -0.004
H -1.2826 2.4625 3.6734  0.000
H -0.2622 1.1065 5.4676  0.000
H 0.5159 -1.1793 4.9981  0.000
H 0.5363 -2.0486 2.6825  -0.001